1.
{"formula": "C2H3I3O", "method": "the ωB97M-V functional and the def2-TZVPD basis", "symbols": ["C", "C", "O", "I", "I", "I", "H", "H", "H"], "xyz": [[-0.85, -0.65, 1.06], [-0.48, -1.67, 0.28], [0.08, 0.29, 1.58], [1.86, 1.95, -3.80], [1.57, -1.92, -0.14], [1.00, 3.54, -1.77], [-1.85, -0.48, 1.49], [-1.09, -2.28, -0.33], [-0.26, 1.22, 1.64]], "charge": 0, "multiplicity": 1, "smiles": "O/C=C\\I.II", "homo_lumo_gap_ha": 0.249}



2.
{"formula": "C2H3I3O", "method": "the ωB97M-V functional and the def2-TZVPD basis", "symbols": ["C", "C", "O", "I", "I", "I", "H", "H", "H"], "xyz": [[0.47, -0.09, 0.19], [-0.75, 0.19, -0.58], [0.41, -0.32, 1.45], [2.03, 1.43, -0.48], [-1.90, 2.09, -0.08], [-2.07, -1.48, -0.32], [1.30, -1.57, -0.67], [-0.56, 0.29, -1.62], [1.07, -0.55, 2.11]], "charge": 0, "multiplicity": 1, "homo_lumo_gap_ha": [0.289, 0.289]}



Calculated relative energies: 1 0.0; 2 283.4, given in kJ/mol